No. 1
DFT (wB97M-V/def2-TZVPD) results for a molecular structure, C25H35Cl4CsN4O4Si3Te.

The value obtained for the HOMO-LUMO gap is 5.69 eV. Its highest occupied orbital energy is -2.114 eV. The value obtained for the total energy is -4491.08350 Ha.

The geometry in ORCA input format:
```
! wB97M-V def2-TZVPD RIJCOSX def2/J DEFGRID3
* xyz -2 1
Cs -0.018 -0.113 0.668
C -0.587 0.580 6.280
C 0.372 0.041 5.435
C 0.641 0.629 4.208
C -0.053 1.769 3.789
C -1.017 2.304 4.651
C -1.277 1.717 5.877
N 0.121 2.267 2.497
C 0.886 3.291 2.245
C 1.623 4.017 3.270
C 2.374 5.107 2.980
C 2.498 5.603 1.650
C 1.852 4.943 0.649
C 1.066 3.791 0.890
N 0.478 3.084 -0.123
N 0.529 3.584 -1.288
C 0.004 2.744 -2.288
C -0.438 3.371 -3.461
C -0.935 2.600 -4.488
C -0.969 1.216 -4.340
C -0.491 0.684 -3.154
N -0.013 1.418 -2.151
H -0.816 0.105 7.225
H 0.908 -0.856 5.721
H 1.397 0.204 3.559
H -1.580 3.168 4.319
H -2.048 2.135 6.514
H 1.550 3.660 4.289
H 2.903 5.608 3.785
H 3.115 6.468 1.440
H 1.942 5.269 -0.379
H -0.386 4.449 -3.522
H -1.296 3.066 -5.398
H -1.346 0.568 -5.120
H -0.492 -0.390 -2.992
O 2.899 -3.194 2.041
Cl 2.569 -2.531 0.809
O 3.191 -3.215 -0.303
O 1.118 -2.538 0.627
O 3.000 -1.148 0.850
C -4.240 -1.439 -2.814
Si -4.112 -3.275 -3.114
C -4.991 -3.697 -4.727
C -4.890 -4.244 -1.721
C -2.310 -3.767 -3.286
Te -1.191 -3.224 -1.537
C 0.590 -4.265 -2.137
Si 0.698 -5.992 -1.436
C -0.740 -7.013 -2.090
C 2.298 -6.787 -2.025
C 0.665 -5.973 0.426
H -5.275 -1.101 -2.904
H -3.635 -0.878 -3.532
H -3.896 -1.171 -1.812
H -6.053 -3.442 -4.668
H -4.912 -4.762 -4.957
H -4.558 -3.139 -5.561
H -5.962 -4.044 -1.653
H -4.445 -3.972 -0.761
H -4.752 -5.319 -1.869
H -1.843 -3.295 -4.154
H -2.230 -4.852 -3.393
H 1.431 -3.665 -1.785
H 0.597 -4.253 -3.230
H -0.733 -7.055 -3.182
H -1.689 -6.575 -1.770
H -0.700 -8.038 -1.712
H 2.345 -6.826 -3.117
H 2.391 -7.807 -1.645
H 3.155 -6.210 -1.669
H -0.272 -5.552 0.796
H 1.476 -5.363 0.822
H 0.769 -6.986 0.826
Cl -4.337 -0.705 4.059
Si -3.045 -1.888 2.760
Cl -3.230 -0.547 0.959
Cl -4.552 -3.348 2.099
*
```

Mulliken atomic charge list, values in e, 6 entries: 1.082 -0.387 -0.813 0.073 -0.755 -0.053

No. 2
DFT (wB97M-V/def2-TZVPD) results for C22H32N2O4 in the gas phase.

The value obtained for the HOMO-LUMO gap is 9.15 eV. Its highest occupied orbital energy is -8.665 eV. As for the structure (SMILES): COCCC(=O)N1CCC(Oc2ccc(C(=O)N3CCCCCC3)cc2)CC1. The value obtained for the total energy is -1267.99325 Ha.

The geometry in ORCA input format:
```
! wB97M-V def2-TZVPD RIJCOSX def2/J DEFGRID3
* xyz 0 1
C -6.569 4.329 -2.683
O -7.033 3.332 -1.806
C -6.609 2.030 -2.133
C -5.120 1.787 -1.845
C -4.248 2.025 -3.069
O -4.712 2.200 -4.181
N -2.909 2.016 -2.855
C -2.287 1.694 -1.586
C -0.791 1.990 -1.632
C -0.090 1.121 -2.688
O 0.132 -0.193 -2.204
C 1.157 -0.449 -1.345
C 1.279 -1.782 -0.947
C 2.280 -2.169 -0.083
C 3.182 -1.234 0.414
C 4.323 -1.660 1.291
O 5.398 -1.973 0.811
N 4.091 -1.648 2.624
C 2.803 -1.349 3.205
C 2.016 -2.626 3.527
C 2.288 -3.203 4.920
C 3.742 -3.104 5.397
C 4.793 -3.343 4.313
C 5.139 -2.079 3.523
C 3.071 0.087 0.007
C 2.065 0.486 -0.858
C -0.983 0.974 -3.930
C -2.021 2.086 -4.002
H -6.790 4.073 -3.724
H -7.090 5.245 -2.409
H -5.488 4.486 -2.589
H -6.808 1.817 -3.192
H -7.221 1.373 -1.509
H -4.818 2.442 -1.026
H -4.970 0.754 -1.525
H -2.432 0.632 -1.346
H -2.741 2.288 -0.787
H -0.630 3.045 -1.857
H -0.364 1.783 -0.649
H 0.869 1.579 -2.964
H 0.576 -2.499 -1.341
H 2.370 -3.207 0.201
H 2.238 -0.742 2.494
H 2.956 -0.757 4.112
H 0.948 -2.421 3.440
H 2.263 -3.367 2.764
H 1.984 -4.252 4.913
H 1.658 -2.691 5.650
H 3.878 -3.836 6.196
H 3.918 -2.121 5.839
H 4.466 -4.126 3.629
H 5.715 -3.685 4.787
H 5.366 -1.264 4.221
H 6.018 -2.261 2.899
H 3.777 0.818 0.371
H 2.012 1.524 -1.146
H -0.379 0.971 -4.837
H -1.491 0.011 -3.861
H -2.645 1.978 -4.892
H -1.533 3.066 -4.044
*
```

Mulliken atomic charge list, values in e, 6 entries: -0.583 -0.435 -0.678 -0.518 0.566 -0.667

No. 3
DFT (wB97M-V/def2-TZVPD) results for C4H9NO in the gas phase.

The value obtained for the HOMO-LUMO gap is 8.58 eV. Its highest occupied orbital energy is -7.581 eV. The value obtained for the total energy is -287.65650 Ha.

The geometry in ORCA input format:
```
! wB97M-V def2-TZVPD RIJCOSX def2/J DEFGRID3
* xyz 0 1
C 2.191 0.561 -0.056
O 0.794 0.512 0.027
C 0.319 -0.811 0.288
C -1.160 -0.926 0.408
C -1.881 0.334 0.586
N -1.787 -0.026 -0.841
H 2.569 0.020 -0.939
H 2.657 0.118 0.839
H 2.486 1.611 -0.125
H 0.748 -1.191 1.227
H 0.671 -1.478 -0.520
H -2.270 -0.813 -1.226
H -1.344 1.272 0.747
H -2.897 0.347 0.978
H -1.096 0.470 -1.391
*
```

Mulliken atomic charge list, values in e, 6 entries: -0.702 -0.324 -0.323 -0.692 -0.149 -0.358

No. 4
DFT (wB97M-V/def2-TZVPD) results for C15H24N4O2S in the gas phase.

The value obtained for the HOMO-LUMO gap is 8.97 eV. Its highest occupied orbital energy is -8.156 eV. As for the structure (SMILES): Cc1nnc(SCC(=O)N2CCCCC2)n1C[C@@H]1CCCO1. The value obtained for the total energy is -1353.68250 Ha.

The geometry in ORCA input format:
```
! wB97M-V def2-TZVPD RIJCOSX def2/J DEFGRID3
* xyz 0 1
C 4.619 2.347 -0.362
C 3.204 1.921 -0.291
N 2.244 2.570 0.300
N 1.089 1.903 0.107
C 1.366 0.846 -0.606
S 0.210 -0.322 -1.188
C -1.266 0.568 -0.610
C -2.444 -0.301 -1.005
O -2.257 -1.359 -1.578
N -3.672 0.170 -0.718
C -3.978 1.355 0.051
C -4.592 0.960 1.397
C -5.837 0.106 1.168
C -5.482 -1.107 0.309
C -4.835 -0.651 -0.997
N 2.704 0.790 -0.890
C 3.403 -0.223 -1.629
C 4.049 -1.302 -0.735
C 3.040 -2.099 0.108
C 3.748 -2.239 1.455
C 4.547 -0.941 1.500
O 4.983 -0.726 0.170
H 4.763 3.187 0.310
H 4.864 2.660 -1.377
H 5.278 1.527 -0.082
H -1.279 1.546 -1.092
H -1.173 0.698 0.468
H -3.084 1.958 0.201
H -4.704 1.950 -0.517
H -4.842 1.859 1.960
H -3.858 0.390 1.971
H -6.250 -0.218 2.124
H -6.597 0.703 0.658
H -6.375 -1.692 0.087
H -4.781 -1.746 0.849
H -4.502 -1.505 -1.588
H -5.547 -0.061 -1.584
H 4.191 0.262 -2.212
H 2.692 -0.707 -2.304
H 4.615 -1.966 -1.403
H 2.798 -3.055 -0.350
H 2.117 -1.533 0.228
H 3.059 -2.336 2.290
H 4.425 -3.094 1.445
H 5.434 -0.987 2.134
H 3.912 -0.105 1.831
*
```

Mulliken atomic charge list, values in e, 6 entries: -1.249 0.986 -0.955 -0.324 0.542 -0.228

No. 5
DFT (wB97M-V/def2-TZVPD) results for C5H9NO in the gas phase.

The value obtained for the HOMO-LUMO gap (alpha / beta) is 8.81 / 8.81 eV. Its highest occupied orbital energy (alpha / beta) is -9.081 / -9.081 eV. The value obtained for the total energy is -325.80953 Ha.

The geometry in ORCA input format:
```
! wB97M-V def2-TZVPD RIJCOSX def2/J DEFGRID3
* xyz 0 1
C -0.924 0.562 1.109
C 0.034 0.283 -0.037
C 0.071 1.390 -1.076
C 1.292 -0.288 0.337
O 0.731 -2.482 0.638
C -0.110 -2.166 -0.224
N -0.280 -0.981 -0.781
H -1.932 0.714 0.716
H -0.617 1.464 1.650
H -0.945 -0.279 1.808
H 0.371 2.341 -0.627
H 0.760 1.138 -1.886
H -0.929 1.493 -1.507
H 2.095 -0.338 -0.390
H 1.540 -0.546 1.356
H -0.770 -2.943 -0.646
*
```

Mulliken atomic charge list, values in e, 6 entries: -1.509 1.795 -1.477 -0.830 -0.564 0.107

No. 6
DFT (wB97M-V/def2-TZVPD) results for a molecular structure, C22H35NO3P2RuS.

The value obtained for the HOMO-LUMO gap (alpha / beta) is 7.41 / 3.30 eV. Its highest occupied orbital energy (alpha / beta) is -13.632 / -13.785 eV. The value obtained for the total energy is -2314.74451 Ha.

The geometry in ORCA input format:
```
! wB97M-V def2-TZVPD RIJCOSX def2/J DEFGRID3
* xyz 2 5
P -0.922 3.475 2.395
P -3.295 1.884 1.290
C -2.606 4.319 2.500
C -3.720 3.296 2.473
H -2.681 5.021 1.663
H -2.635 4.897 3.430
H -3.893 2.864 3.466
H -4.656 3.753 2.135
C -4.212 2.702 -0.094
H -4.376 1.983 -0.904
H -3.642 3.558 -0.478
H -5.184 3.052 0.281
C -4.718 0.897 1.919
H -5.626 1.514 1.901
H -4.515 0.580 2.950
H -4.857 0.010 1.292
C -0.074 5.087 2.156
H 1.009 4.947 2.228
H -0.414 5.792 2.926
H -0.322 5.483 1.164
C -0.775 3.443 4.238
H -1.447 2.689 4.666
H -1.047 4.434 4.629
H 0.256 3.215 4.527
Ru 1.607 -1.123 -0.633
C -0.486 -1.350 0.013
C -0.410 -0.556 -1.146
C -0.543 0.949 -1.201
C 0.785 1.705 -1.054
C 1.837 0.939 -0.302
C 1.652 0.264 0.950
C 0.385 0.272 1.770
C -0.579 -0.870 1.436
C 3.615 -1.365 -0.540
H -0.854 -2.365 -0.134
H -0.686 -1.054 -2.078
H -1.282 1.294 -0.462
H -0.952 1.191 -2.194
H 1.200 1.883 -2.059
H 0.630 2.701 -0.611
H 2.865 1.256 -0.495
H 2.563 0.178 1.547
H -0.109 1.260 1.700
H 0.684 0.167 2.827
H -0.323 -1.730 2.074
H -1.613 -0.598 1.703
H 3.810 -2.428 -0.312
H 4.074 -0.703 0.206
H 3.993 -1.141 -1.552
O 2.360 -1.625 -3.741
C 2.222 -2.710 -3.179
N 1.722 -2.826 -1.888
S 1.563 -4.384 -1.248
O 2.419 -4.547 -0.107
O 0.180 -4.756 -1.166
C 2.335 -5.054 -2.705
C 2.719 -6.381 -2.880
C 3.429 -6.709 -4.044
C 3.702 -5.724 -5.007
C 3.274 -4.410 -4.819
C 2.589 -4.069 -3.651
H 2.473 -7.119 -2.114
H 3.776 -7.736 -4.195
H 4.267 -5.996 -5.904
H 3.459 -3.624 -5.558
*
```

Mulliken atomic charge list, values in e, 6 entries: 1.120 0.904 -1.272 -1.276 0.534 0.592

No. 7
DFT (wB97M-V/def2-TZVPD) results for a molecular structure, C24H34IrN3O5S5Si2Te.

The value obtained for the HOMO-LUMO gap is 5.93 eV. Its highest occupied orbital energy is -7.143 eV. The value obtained for the total energy is -4417.83815 Ha.

The geometry in ORCA input format:
```
! wB97M-V def2-TZVPD RIJCOSX def2/J DEFGRID3
* xyz 0 1
Ir -0.335 0.119 2.014
O 3.505 -3.011 5.368
C 2.592 -2.337 4.644
C 1.458 -1.754 5.228
C 0.587 -1.074 4.407
N 0.841 -0.999 3.107
C 1.911 -1.534 2.515
C 2.826 -2.239 3.268
C 1.948 -1.272 1.017
O 2.796 -1.806 0.327
O 0.993 -0.504 0.558
C -0.709 -0.362 4.804
O -1.043 -0.298 5.964
O -1.388 0.116 3.793
H 3.275 -2.992 6.305
H 1.254 -1.811 6.289
H 3.694 -2.686 2.807
C -3.204 2.686 4.675
S -1.851 3.465 3.760
C -0.485 2.930 4.710
C 0.627 2.374 4.200
S 0.985 1.884 2.555
S 1.906 2.024 5.345
C 1.109 2.601 6.773
S 1.773 2.577 8.269
S -0.480 3.208 6.434
H -4.092 2.807 4.057
H -3.373 3.170 5.634
H -2.990 1.626 4.803
N -0.295 1.977 -0.733
C -1.527 1.957 -0.179
C -2.592 2.641 -0.804
C -3.863 2.502 -0.325
C -4.092 1.694 0.797
C -3.013 1.093 1.381
N -1.746 1.209 0.912
H -0.070 2.724 -1.368
H 0.483 1.566 -0.239
H -2.379 3.239 -1.679
H -4.685 3.003 -0.817
H -5.079 1.560 1.213
H -3.109 0.514 2.290
C -1.499 -2.371 -0.005
Si -1.075 -2.437 -1.845
C -1.947 -1.014 -2.702
C -1.760 -4.060 -2.504
C 0.775 -2.443 -2.212
Te 1.813 -0.579 -2.467
C 0.951 -0.133 -4.393
Si 2.225 0.473 -5.631
C 2.990 2.040 -4.931
C 1.363 0.867 -7.255
C 3.536 -0.827 -5.942
H -2.537 -2.668 0.154
H -1.390 -1.347 0.363
H -0.862 -3.022 0.595
H -2.970 -0.899 -2.336
H -1.991 -1.171 -3.781
H -1.410 -0.081 -2.521
H -2.803 -4.203 -2.218
H -1.196 -4.920 -2.141
H -1.713 -4.069 -3.594
H 0.952 -3.002 -3.133
H 1.331 -2.951 -1.423
H 0.178 0.620 -4.243
H 0.463 -1.042 -4.749
H 2.250 2.842 -4.887
H 3.825 2.394 -5.537
H 3.366 1.873 -3.919
H 0.586 1.621 -7.123
H 0.894 -0.027 -7.669
H 2.067 1.244 -7.997
H 3.915 -1.235 -5.004
H 4.377 -0.405 -6.494
H 3.134 -1.650 -6.534
*
```

Mulliken atomic charge list, values in e, 6 entries: 0.340 -0.538 0.931 -0.358 0.157 0.355

No. 8
DFT (wB97M-V/def2-TZVPD) results for 2 unconnected molecules or ions with the total composition C12H3Cl2N4O3.

The value obtained for the HOMO-LUMO gap is 5.65 eV. Its highest occupied orbital energy is -5.341 eV. The value obtained for the total energy is -1824.21390 Ha.

The geometry in ORCA input format:
```
! wB97M-V def2-TZVPD RIJCOSX def2/J DEFGRID3
* xyz -1 1
N -3.477 -2.095 2.351
C -2.460 -1.508 2.460
C -1.255 -0.748 2.563
C -1.265 0.608 2.191
C -2.478 1.337 2.502
N -3.444 1.974 2.765
C 0.000 1.426 2.322
O -0.068 2.649 2.245
C 1.262 0.629 2.551
Cl 2.694 1.566 2.557
C 1.272 -0.734 2.659
Cl 2.728 -1.616 2.786
C 0.005 -1.543 2.645
O -0.003 -2.778 2.683
N -1.841 0.753 0.163
C -1.110 1.016 -0.971
N -1.880 1.284 -2.076
C -3.171 1.208 -1.616
C -4.347 1.487 -2.475
O -4.367 1.706 -3.669
C -3.141 0.837 -0.215
H -0.046 0.952 -1.051
H -5.308 1.472 -1.902
H -4.032 0.707 0.402
*
```

Mulliken atomic charge list, values in e, 6 entries: -0.610 0.005 0.087 1.863 -0.207 -0.610